1.
54
Properties=species:S:1:pos:R:3:forces:R:3:mulliken_charge:R:1 method="wB97M-V/def2-TZVPD" total_energy_ev=-82259.2129 s_squared=2.023 total_charge=+3 spin_multiplicity=3 relative_energy_kcal_mol=3.8
Mo 0.1899 -0.3770 -0.6460 0.36 -0.28 -0.86 2.031
F -2.1728 -3.2914 -3.9259 0.02 -0.03 0.01 -0.143
C -0.9507 -3.7241 -3.7305 -0.03 0.00 0.19 0.672
F -0.1289 -3.3005 -4.6518 -0.07 -0.02 -0.03 -0.141
F -0.9031 -5.0131 -3.5635 0.01 0.03 -0.05 -0.132
S -0.3187 -2.9275 -2.1163 0.12 0.12 -0.01 1.248
O -0.9954 -1.5675 -1.9912 0.31 -0.04 0.14 -0.526
O 1.1066 -2.7561 -2.1499 -0.24 -0.10 -0.03 -0.603
N -0.8681 -3.8507 -0.9403 0.20 0.26 -0.09 -0.451
S -1.0419 -3.1248 0.4202 0.03 0.27 -0.01 1.073
O -2.2932 -2.5603 0.7690 0.03 -0.12 0.02 -0.528
O 0.0619 -1.9362 0.4158 -0.56 -0.19 0.44 -0.608
C -0.3929 -4.2950 1.8223 -0.06 0.00 -0.17 0.698
F 0.0920 -5.3542 1.2516 0.02 -0.04 0.00 -0.142
F -1.4399 -4.5373 2.5496 0.00 -0.07 0.06 -0.135
F 0.5214 -3.6240 2.4764 0.02 0.05 0.02 -0.171
N 1.5406 0.4715 0.4763 0.29 -0.05 0.16 -0.774
C 2.5106 0.6782 1.1382 -0.11 0.07 0.07 0.591
N 3.5134 0.9088 1.8452 0.20 0.01 0.01 0.028
C 4.9296 0.6558 1.3429 -0.15 0.03 0.10 -0.658
C 5.6788 1.9759 1.3430 -0.05 0.01 0.02 -0.539
C 5.6433 2.6306 2.7231 -0.02 -0.05 0.00 -0.631
C 4.2050 2.8593 3.1846 0.01 -0.03 -0.04 -0.531
C 3.4226 1.5582 3.2158 0.01 -0.06 -0.10 -0.683
H 4.8601 0.1825 0.3660 -0.02 0.04 -0.03 0.483
H 5.3483 -0.0540 2.0571 0.02 -0.02 -0.01 0.291
H 5.2433 2.6418 0.5929 0.03 -0.01 -0.02 0.292
H 6.7026 1.7660 1.0305 0.01 0.01 0.02 0.352
H 6.1769 3.5787 2.6961 0.00 0.00 0.00 0.325
H 6.1649 1.9951 3.4447 0.01 0.02 0.00 0.330
H 3.7009 3.5719 2.5259 -0.01 0.01 0.03 0.298
H 4.1749 3.2763 4.1920 0.02 0.01 0.00 0.350
H 2.3699 1.6800 3.4609 -0.01 0.03 -0.03 0.479
H 3.8674 0.8289 3.8937 -0.01 0.00 0.02 0.296
C -6.1989 -0.4734 0.0905 0.08 0.02 -0.06 -1.553
C -4.9969 0.0753 -0.6133 -0.08 0.01 0.17 0.657
C -4.7994 -0.1405 -1.9747 0.07 -0.01 -0.17 -0.699
C -3.6863 0.3678 -2.6262 -0.19 -0.12 0.07 -0.582
C -2.7895 1.1437 -1.8954 0.20 0.08 -0.06 1.052
C -2.9625 1.4006 -0.5255 -0.25 0.03 0.03 -0.402
C -4.0588 0.8511 0.0989 0.04 0.04 0.00 -0.938
S -1.3835 1.6534 -2.7486 -0.06 -0.25 -0.04 0.330
C -1.1106 3.3597 -2.3589 0.01 0.04 0.05 -1.079
O -0.1816 0.9851 -1.8081 -0.25 0.22 0.17 -0.496
H -6.6417 -1.3015 -0.4580 0.00 0.00 0.00 0.416
H -6.9569 0.3092 0.1807 0.00 0.01 0.00 0.370
H -5.9502 -0.8009 1.0991 0.00 0.01 0.00 0.391
H -5.5200 -0.7212 -2.5362 0.00 -0.01 0.02 0.461
H -3.5290 0.1707 -3.6799 0.02 0.01 0.00 0.494
H -2.2989 2.0561 0.0279 0.04 -0.06 -0.01 0.374
H -4.2233 1.0431 1.1521 -0.01 -0.02 -0.01 0.487
H -1.1487 3.5191 -1.2841 -0.01 0.07 -0.02 0.372
H -1.9266 3.8836 -2.8649 0.02 0.04 0.02 0.438
H -0.1561 3.6531 -2.7939 0.00 0.01 0.01 0.465

---

2.
43
Properties=species:S:1:pos:R:3:forces:R:3:mulliken_charge:R:1 method="wB97M-V/def2-TZVPD" total_energy_ev=-105833.9856 total_charge=-1 spin_multiplicity=1
O 3.5875 -1.7841 3.2179 -0.58 0.20 -0.57 -0.488
P 3.6582 -0.2907 2.3752 1.76 1.49 0.88 -0.057
O 2.1537 0.5289 2.4684 -0.41 -0.91 -0.24 -0.511
Ga 4.4394 -0.5217 0.1693 -0.22 -0.57 -0.97 0.352
C 3.6122 -2.0828 -0.8964 -0.14 0.07 -0.97 -0.895
C 2.8942 -1.6309 -2.2547 0.17 0.08 0.77 -0.500
C 1.9013 -0.4099 -1.9998 0.49 -1.14 0.65 0.185
S 0.2232 -0.6404 -2.7478 -0.77 0.89 0.59 -0.228
C -0.8651 -0.8644 -1.3092 0.53 -0.83 0.89 0.103
S -0.5852 -2.1538 -0.2978 -0.12 0.95 -0.99 -0.134
N -1.9446 0.0796 -1.0454 1.16 -0.54 0.98 0.212
C -2.8719 -0.4772 -0.0694 -2.80 -1.44 1.42 -0.125
C -3.9272 -1.3637 -0.6013 0.04 0.37 1.17 -0.156
C -4.9146 -2.0403 0.2256 2.01 1.49 0.75 -0.466
C -4.8611 -1.8425 1.6781 1.41 1.01 -1.79 -0.399
C -3.8381 -0.9403 2.2194 -0.35 -0.61 -1.48 -0.663
C -2.8377 -0.2577 1.3732 -1.63 -1.24 -0.80 0.091
C -1.4581 1.3941 -0.6687 1.37 3.80 0.39 -0.225
C -2.1541 2.6303 -1.0779 1.32 0.48 0.85 -0.551
C -1.6397 3.9637 -0.7330 1.61 -1.11 0.90 -0.460
C -0.3912 4.1531 0.0389 -1.21 -3.32 -0.78 -0.529
C 0.2990 2.9155 0.4570 -1.49 0.48 -1.06 -0.718
C -0.2175 1.5905 0.1117 -0.99 0.87 -0.74 0.579
H 4.5244 -1.9990 3.3845 -0.63 0.37 0.02 0.313
H 2.3160 1.4641 2.2563 0.29 -0.65 0.34 0.307
H 4.1743 0.8795 -0.5936 -0.14 0.07 0.21 -0.268
H 6.0395 -0.6763 0.2701 -0.09 -0.11 0.28 -0.322
H 4.4502 -2.7696 -1.2180 -0.94 0.37 0.57 0.422
H 2.8744 -2.6111 -0.2196 0.77 0.31 -0.90 0.256
H 2.3618 -2.5357 -2.6686 0.36 1.15 0.04 0.299
H 3.6751 -1.2486 -2.9761 -0.76 -0.70 0.60 0.271
H 1.7513 -0.3458 -0.8854 0.12 0.24 -1.22 -0.538
H 2.3269 0.5326 -2.4195 -0.56 -0.70 0.55 0.480
H -3.9654 -1.5226 -1.7108 0.15 0.22 1.20 0.273
H -5.6556 -2.6962 -0.2896 0.66 0.63 0.73 0.314
H -5.6032 -2.3877 2.3102 0.89 0.74 -0.40 0.333
H -3.8421 -0.8201 3.3347 0.27 0.08 -1.29 0.288
H -2.0646 0.4028 1.8277 -0.77 -0.67 -0.40 0.406
H -3.0966 2.6217 -1.6773 0.96 -0.35 0.59 0.347
H -2.1473 4.9052 -1.0675 0.25 -1.26 0.22 0.292
H 0.0116 5.1653 0.2696 -0.41 -1.04 -0.21 0.362
H 1.2614 3.0150 1.0236 -1.09 -0.29 -0.65 0.127
H 0.3454 0.6715 0.4157 -0.47 1.11 -0.11 0.619

---

3.
48
Properties=species:S:1:pos:R:3:forces:R:3:mulliken_charge:R:1 method="wB97M-V/def2-TZVPD" total_energy_ev=-35908.7210 smiles="CCN(CC)Cc1c(C(=O)N/N=C/c2cccnc2)nnn1-c1nonc1N" spin_multiplicity=1 relative_energy_kcal_mol=5.2
C -1.6373 0.7660 2.3688 -0.19 -0.06 -0.12 -1.054
C -2.4512 0.1705 1.2268 -0.02 0.03 0.28 -0.565
N -1.7260 0.1159 -0.0403 -0.12 0.01 0.09 0.223
C -2.4378 -0.7003 -1.0269 0.03 -0.12 -0.27 -0.582
C -1.5177 -1.2486 -2.1116 -0.19 0.08 0.15 -0.897
C -1.4381 1.4473 -0.5721 -0.33 -0.11 -0.16 -0.859
C -0.2588 2.1010 0.0603 0.73 0.05 0.13 0.165
C 1.0481 1.6974 0.3207 -0.89 0.40 -0.24 0.435
C 1.7747 0.4197 0.0961 -0.04 -0.43 -0.10 -0.013
O 2.9794 0.3784 -0.0315 0.09 -0.02 0.04 -0.647
N 0.9319 -0.6525 0.0560 -0.03 0.37 0.12 0.590
N 1.2051 -1.9485 -0.1926 0.11 -0.56 -0.11 -1.014
C 2.3854 -2.4205 -0.3049 0.16 0.79 0.12 -0.645
C 2.5601 -3.8326 -0.5842 0.10 -0.85 -0.15 0.912
C 3.8401 -4.3745 -0.7150 -0.36 0.13 0.03 -0.505
C 3.9757 -5.7243 -0.9838 -0.08 -0.07 -0.01 -0.409
C 2.8257 -6.4897 -1.1144 0.39 -0.05 -0.02 -0.319
N 1.6045 -5.9916 -0.9926 -0.39 -0.33 -0.06 -0.605
C 1.4769 -4.7066 -0.7356 0.13 0.42 0.08 -0.252
N 1.7138 2.7514 0.8516 0.57 -0.39 0.07 -0.717
N 0.9445 3.7485 0.9415 -0.07 0.96 0.28 -0.849
N -0.2723 3.4060 0.4661 0.37 -1.47 -0.39 0.572
C -1.2763 4.3465 0.4671 -1.16 1.58 0.16 0.874
N -2.4877 4.1970 0.0078 0.73 -0.53 0.01 -0.269
O -3.1215 5.3565 0.2071 -0.27 -0.19 -0.16 -0.139
N -2.3197 6.2727 0.7990 0.92 0.45 0.46 -0.562
C -1.1559 5.6974 0.9872 -1.03 -0.79 -0.57 0.352
N -0.0837 6.2285 1.5808 0.45 0.44 0.33 -0.333
H -1.5210 1.8411 2.2667 0.05 0.11 0.07 0.184
H -0.6544 0.3047 2.4221 0.11 -0.02 0.05 0.246
H -2.1555 0.5796 3.3063 -0.03 0.02 0.10 0.444
H -3.3914 0.7352 1.1154 0.00 -0.10 -0.03 0.353
H -2.7033 -0.8589 1.4917 -0.05 0.07 -0.07 0.428
H -3.2620 -0.1289 -1.4810 -0.03 -0.04 0.08 0.301
H -2.8756 -1.5484 -0.4971 -0.04 0.10 0.02 0.414
H -2.0995 -1.8666 -2.7904 -0.03 -0.04 -0.12 0.459
H -0.7341 -1.8597 -1.6721 0.06 -0.06 -0.01 0.035
H -1.0538 -0.4569 -2.6951 0.07 0.06 -0.11 0.315
H -1.2160 1.3434 -1.6389 -0.07 0.06 0.08 0.372
H -2.3067 2.1149 -0.4739 0.13 -0.28 -0.14 0.654
H -0.0889 -0.4794 0.1146 0.27 0.03 0.03 0.401
H 3.2925 -1.8286 -0.2090 -0.15 0.14 0.03 0.467
H 4.7089 -3.7402 -0.6063 0.07 0.06 0.01 0.394
H 4.9507 -6.1747 -1.0903 0.06 -0.05 -0.01 0.386
H 2.8785 -7.5497 -1.3254 0.10 -0.07 -0.02 0.358
H 0.4670 -4.3329 -0.6400 -0.05 0.10 0.02 0.440
H -0.0881 7.2051 1.8101 0.05 0.01 0.00 0.220
H 0.7710 5.6904 1.5611 -0.10 0.18 0.02 0.242

---

4.
39
Properties=species:S:1:pos:R:3:forces:R:3:mulliken_charge:R:1 method="wB97M-V/def2-TZVPD" total_energy_ev=-21931.9457 smiles="C=CCc1cc(C)ccc1OCCCn1ccnc1" spin_multiplicity=1 relative_energy_kcal_mol=311.8
C 5.3117 -1.0250 -1.0162 -5.77 3.77 0.00 -1.027
C 4.0879 -0.2559 -0.9764 5.01 -1.09 -3.51 -0.080
C 3.0116 -0.4488 0.0334 8.43 -6.32 -0.10 -0.532
C 1.8007 -0.7676 -0.4680 -0.07 -0.16 -0.56 0.858
C 1.7630 -1.4163 -1.5890 -0.79 -6.88 -6.04 -0.447
C 0.5457 -1.9997 -2.0374 1.45 0.75 -0.21 0.490
C 0.3444 -2.8979 -3.2231 -1.67 4.11 -3.83 -1.383
C -0.5270 -1.5862 -1.3034 -4.70 -3.75 -6.46 -0.682
C -0.5647 -0.6311 -0.4535 -0.67 3.27 5.93 -0.866
C 0.7085 -0.3121 0.0465 -4.82 3.36 4.79 0.561
O 0.8858 0.4902 1.2903 2.47 -4.22 -4.11 -0.263
C -0.2496 0.9197 1.7439 5.99 12.71 0.90 -1.514
C -0.6701 2.2534 0.8957 0.57 3.61 7.47 -0.448
C -1.9914 2.9422 1.5606 0.80 -2.67 1.30 -0.599
N -2.9913 1.7887 1.6634 0.14 2.19 0.10 0.208
C -3.5518 1.0015 2.6559 -0.91 0.65 -2.08 -0.328
C -4.6398 0.3125 1.9975 2.51 -3.86 10.94 -0.388
N -4.5272 0.4866 0.8052 -0.67 2.97 -8.72 -0.526
C -3.6753 1.5447 0.6204 -2.89 -3.42 -7.11 -0.192
H 6.0630 -1.0366 -1.7156 1.23 1.18 -2.31 0.323
H 5.6180 -1.7487 -0.3634 -0.32 -1.80 2.54 0.293
H 3.9292 0.5269 -1.9243 0.29 -2.11 2.72 0.209
H 3.5797 -1.2099 0.7832 -1.90 1.21 -1.35 0.144
H 2.9702 0.3367 0.5170 -0.37 7.72 5.08 0.714
H 2.6759 -1.9256 -2.0275 -0.85 1.34 0.46 0.301
H 0.8137 -2.4696 -4.2494 -0.81 -0.31 2.36 0.277
H 0.8383 -3.7590 -3.1912 1.80 -3.93 0.66 0.391
H -0.7335 -3.0641 -3.5908 1.46 0.22 1.25 0.317
H -1.5686 -1.8565 -1.7559 1.80 -0.07 1.00 0.156
H -1.5960 -0.4212 0.0159 2.05 0.29 -0.56 0.139
H 0.1041 1.4337 2.8525 -0.70 -0.75 -2.38 0.287
H -0.9214 0.4776 2.1686 -7.90 -6.57 3.08 1.158
H 0.1306 3.2530 1.0952 -1.80 -3.55 -1.42 0.210
H -0.9392 1.8893 0.0151 -0.53 -0.55 -4.54 0.561
H -1.8238 2.9536 2.7576 0.12 1.78 -2.88 0.283
H -2.3893 3.8021 0.8051 0.71 -1.86 2.73 0.314
H -3.1670 1.2937 3.5392 0.48 0.04 3.56 0.471
H -5.0445 -0.6547 2.5513 0.10 2.29 -1.44 0.269
H -3.6104 1.7803 -0.5285 0.72 0.43 2.75 0.340